Arrangement w

Entry from the Open Molecules 2025 dataset: a molecular structure, C5H7F3 (ωB97M-V/def2-TZVPD).

Geometry (Å):
C (1.4550, -1.2711, -1.7263)
C (1.0983, -0.1627, -1.1536)
C (-1.2578, 1.3543, 0.4412)
C (-1.0125, 0.0087, 1.0326)
C (0.5027, -0.3300, 0.7958)
F (-1.5331, -0.1772, 2.3301)
F (0.8040, -1.5708, 1.2233)
F (1.3524, 0.5464, 1.4486)
H (1.7063, -1.3374, -2.8955)
H (1.4576, -2.3059, -1.3196)
H (1.2159, 0.9092, -1.4526)
H (-2.1565, 1.8929, 0.8880)
H (-1.6410, 1.2820, -0.5304)
H (-0.4998, 1.9820, 0.4173)
H (-1.4915, -0.8205, 0.5011)

For the molar mass, the calculation gives 124.10 g/mol.

***

Arrangement x

Entry from the Open Molecules 2025 dataset: a single C5H7F3 molecule (ωB97M-V/def2-TZVPD).

Geometry (Å):
C (2.3948, -0.2138, 0.6732)
C (0.7976, -0.1940, 0.6474)
C (0.3550, -0.8817, -0.6381)
C (0.0301, 0.4761, -0.2695)
C (-1.4310, 0.8708, 0.1200)
H (3.0365, -0.3549, -0.4334)
H (2.7118, -1.0739, 1.2944)
H (2.7316, 0.9094, 1.0801)
H (0.2447, -0.3278, 1.6946)
H (1.2437, -1.1327, -1.2917)
H (-1.9502, 1.1864, -0.8653)
H (-1.4026, 1.8652, 0.7256)
F (-0.6818, -1.7498, -0.6393)
F (0.5562, 1.6989, -0.7771)
F (-2.0405, -0.1063, 0.8161)

Its SMILES is C[C@@H]1[C@@H](F)[C@@]1(F)CF. For the molar mass, the calculation gives 124.10 g/mol.

***

Which structure wins on stability? arrangement w wins.

***

Arrangement w

Entry from the Open Molecules 2025 dataset: a molecular structure, C32H36N9O5Sc (ωB97M-V/def2-TZVPD).

Geometry (Å):
Sc (0.2722, -0.3355, 0.0807)
O (0.7727, -2.1185, 0.6859)
C (0.6991, -2.7074, 1.8458)
C (0.2910, -4.0575, 1.9284)
C (0.1398, -4.6969, 3.1356)
C (0.4155, -4.0381, 4.3308)
C (0.8855, -2.7443, 4.2853)
C (1.0400, -2.0573, 3.0759)
C (1.5549, -0.7197, 3.0628)
N (1.6753, -0.0811, 1.9545)
N (2.2494, 1.1624, 1.9826)
C (2.2397, 1.7071, 0.7945)
O (1.7134, 1.1380, -0.2406)
C (2.8796, 3.0356, 0.6769)
C (3.3878, 3.4930, -0.5346)
C (3.9879, 4.7355, -0.6166)
C (4.0898, 5.5395, 0.5056)
C (3.6016, 5.0829, 1.7201)
C (3.0025, 3.8412, 1.8072)
H (0.0820, -4.5745, 1.0012)
H (-0.1923, -5.7250, 3.1536)
H (0.2702, -4.5434, 5.2755)
H (1.1453, -2.2389, 5.2041)
H (1.8690, -0.2653, 4.0072)
H (3.3465, 2.8616, -1.4082)
H (4.3866, 5.0679, -1.5629)
H (4.5619, 6.5083, 0.4355)
H (3.6961, 5.6936, 2.6058)
H (2.6343, 3.4602, 2.7465)
C (-0.5608, 3.0540, 2.6612)
C (-0.8446, 2.1870, 1.4526)
O (-0.6117, 0.9676, 1.5313)
C (-1.4045, 2.7954, 0.2759)
C (-1.9754, 4.0793, 0.3236)
C (-2.5980, 4.6309, -0.7630)
C (-2.6200, 3.9282, -1.9728)
C (-2.0404, 2.6937, -2.0714)
C (-1.4344, 2.0485, -0.9529)
O (-0.9521, 0.8702, -1.0760)
H (0.0406, 2.4764, 3.3595)
H (-1.4929, 3.3415, 3.1475)
H (-0.0216, 3.9534, 2.3711)
H (-1.9585, 4.6264, 1.2530)
H (-3.0740, 5.5965, -0.6885)
H (-3.1066, 4.3695, -2.8326)
H (-2.0519, 2.1475, -3.0045)
C (-2.9989, -4.8294, 0.8445)
C (-2.8856, -3.3488, 0.8657)
C (-3.6344, -2.3770, 1.4979)
C (-3.0196, -1.1561, 1.1799)
N (-1.9496, -1.3712, 0.4154)
N (-1.8998, -2.6986, 0.2297)
C (-3.5058, 0.2001, 1.5593)
H (-4.0076, -5.1391, 1.1017)
H (-2.3091, -5.2562, 1.5716)
H (-2.7409, -5.2256, -0.1356)
H (-4.5068, -2.5137, 2.1039)
H (-1.1797, -3.0734, -0.3776)
H (-4.5713, 0.1622, 1.7804)
H (-3.3321, 0.9000, 0.7434)
H (-2.9813, 0.5702, 2.4399)
N (2.4983, -3.7615, -2.0286)
N (3.1648, -2.6286, -1.4497)
H (1.4847, -3.6601, -1.9638)
H (2.7644, -4.5626, -1.4601)
H (2.6674, -2.2885, -0.6185)
H (3.1391, -1.8814, -2.1392)
C (-1.5151, -2.6849, -4.4027)
N (-0.6220, -1.6018, -4.0644)
C (-0.3799, -0.5844, -4.9109)
C (0.4501, 0.4254, -4.5632)
C (1.0282, 0.3861, -3.2582)
N (0.7669, -0.6134, -2.4205)
C (-0.0511, -1.6157, -2.7815)
O (-0.3088, -2.5553, -2.0367)
N (1.8851, 1.3277, -2.8687)
H (-1.7397, -2.6623, -5.4672)
H (-2.4423, -2.5995, -3.8311)
H (-1.0403, -3.6319, -4.1422)
H (-0.8817, -0.6202, -5.8688)
H (0.6648, 1.2425, -5.2290)
H (1.9525, 2.1702, -3.4144)
H (2.0495, 1.3699, -1.8498)

For the molar mass, the calculation gives 671.65 g/mol.

***

Arrangement x

Entry from the Open Molecules 2025 dataset: a molecular structure, C32H36N9O5Sc (ωB97M-V/def2-TZVPD).

Geometry (Å):
Sc (-0.1840, -0.3236, -0.3289)
O (1.5903, -1.1463, -0.6370)
C (2.1105, -2.0241, -1.4395)
C (3.4548, -1.9120, -1.8580)
C (4.0404, -2.8520, -2.6740)
C (3.3112, -3.9467, -3.1303)
C (1.9966, -4.0882, -2.7477)
C (1.3754, -3.1547, -1.9127)
C (0.0143, -3.3484, -1.5108)
N (-0.6243, -2.4883, -0.7913)
N (-1.8629, -2.8685, -0.3494)
C (-2.4837, -1.9172, 0.3078)
O (-2.0961, -0.7050, 0.3821)
C (-3.6670, -2.3956, 1.0637)
C (-4.5383, -3.3355, 0.5269)
C (-5.5519, -3.8666, 1.3016)
C (-5.6912, -3.4796, 2.6248)
C (-4.8371, -2.5274, 3.1570)
C (-3.8358, -1.9765, 2.3782)
H (4.0194, -1.0593, -1.5080)
H (5.0755, -2.7329, -2.9648)
H (3.7778, -4.6781, -3.7724)
H (1.4202, -4.9347, -3.0966)
H (-0.4888, -4.2757, -1.8031)
H (-4.3994, -3.6484, -0.4940)
H (-6.2214, -4.6000, 0.8800)
H (-6.4596, -3.9216, 3.2438)
H (-4.9408, -2.2242, 4.1898)
H (-3.1508, -1.2439, 2.7820)
C (-0.1872, -0.1356, 4.1289)
C (-0.3079, 0.4249, 2.7230)
O (0.0646, -0.3087, 1.7885)
C (-0.8430, 1.7466, 2.5399)
C (-1.2882, 2.5343, 3.6213)
C (-1.8094, 3.7870, 3.4358)
C (-1.9129, 4.3187, 2.1438)
C (-1.5038, 3.5847, 1.0685)
C (-0.9650, 2.2708, 1.2072)
O (-0.6326, 1.6179, 0.1581)
H (0.1972, -1.1522, 4.0651)
H (-1.1603, -0.1515, 4.6151)
H (0.4926, 0.4660, 4.7301)
H (-1.2288, 2.1415, 4.6261)
H (-2.1493, 4.3673, 4.2795)
H (-2.3354, 5.3062, 2.0021)
H (-1.5861, 3.9874, 0.0672)
C (-2.8856, 3.0583, -3.6335)
C (-2.2652, 1.7163, -3.4713)
C (-1.9365, 0.7472, -4.3976)
C (-1.3502, -0.2969, -3.6677)
N (-1.3177, 0.0148, -2.3731)
N (-1.8978, 1.2240, -2.2757)
C (-0.8739, -1.5946, -4.2179)
H (-3.3534, 3.1332, -4.6130)
H (-2.1252, 3.8372, -3.5514)
H (-3.6340, 3.2282, -2.8600)
H (-2.0764, 0.7856, -5.4591)
H (-1.9377, 1.6725, -1.3636)
H (-1.0878, -1.6470, -5.2835)
H (-1.3797, -2.4155, -3.7136)
H (0.1970, -1.7107, -4.0602)
N (0.7712, 2.5474, -2.2421)
N (1.2565, 1.2640, -1.7906)
H (1.5399, 3.2223, -2.2311)
H (0.1211, 2.8506, -1.5183)
H (1.8889, 1.3940, -0.9903)
H (1.8057, 0.8643, -2.5527)
C (5.0815, 3.7497, 1.4246)
N (4.5424, 2.4205, 1.5649)
C (5.1944, 1.4586, 2.2386)
C (4.6580, 0.2236, 2.3906)
C (3.3652, 0.0049, 1.8188)
N (2.7582, 0.9366, 1.1084)
C (3.3163, 2.1349, 0.8949)
O (2.8577, 2.9815, 0.1491)
N (2.7267, -1.1501, 2.0208)
H (6.0054, 3.8371, 1.9928)
H (4.3529, 4.4672, 1.8031)
H (5.2615, 3.9692, 0.3705)
H (6.1638, 1.7256, 2.6396)
H (5.1743, -0.5590, 2.9198)
H (3.2182, -1.9352, 2.4079)
H (1.8662, -1.2901, 1.5028)

For the molar mass, the calculation gives 671.65 g/mol.

***

Which structure wins on stability? arrangement x wins.